{"formula": "C25H27N6O2S2Sn", "method": "ωB97M-V/def2-TZVPD", "relative_energy_ev": 3.885, "max_force_ev_per_a": 1.7, "charge": 3, "e_homo_ev": -16.110, "orbital_gap_ev": 6.6, "e_tot_ha": -2457.5431, "elements": ["Sn", "C", "C", "N", "C", "C", "C", "C", "C", "C", "C", "C", "C", "N", "C", "H", "H", "H", "H", "H", "H", "H", "H", "O", "C", "C", "C", "C", "C", "C", "C", "O", "N", "N", "C", "S", "C", "C", "S", "H", "H", "H", "H", "H", "H", "H", "H", "H", "N", "C", "C", "C", "N", "H", "H", "H", "H", "H", "H", "H", "H", "H", "H"], "positions_angstrom": [[-0.82528, 0.87044, -1.35039], [-1.89167, -0.26440, 4.12012], [-2.23087, 0.85399, 3.25053], [-1.47902, 1.31852, 2.32285], [-0.22879, 0.63092, 2.07941], [0.35893, -0.14776, 3.25343], [-0.63790, -0.73695, 4.13015], [1.67772, -0.31274, 3.44648], [2.73438, 0.43917, 2.66737], [2.73973, 0.11137, 1.19771], [3.59284, -0.72175, 0.49366], [3.33374, -0.89997, -0.86034], [2.23649, -0.27839, -1.43564], [1.40750, 0.52642, -0.75335], [1.69587, 0.72508, 0.52398], [-2.64984, -0.65218, 4.78586], [-3.17957, 1.36301, 3.39556], [-0.32429, -1.50096, 4.83112], [2.01910, -0.94366, 4.25941], [3.70966, 0.40366, 3.14720], [4.43092, -1.21551, 0.96953], [3.97846, -1.52320, -1.46415], [2.01180, -0.40870, -2.48716], [-2.20159, -3.92185, -1.84581], [-1.67297, -4.48472, -0.76465], [-1.76595, -5.85093, -0.50644], [-1.19290, -6.39332, 0.62169], [-0.51002, -5.58212, 1.54239], [-0.44426, -4.23450, 1.33527], [-1.01942, -3.63850, 0.17778], [-0.93886, -2.22529, -0.03554], [-1.15750, -1.59515, -1.07217], [-0.54716, -1.48332, 1.15255], [-0.62621, -0.27505, 0.96603], [0.82414, 1.57999, 1.44349], [0.17188, 3.08925, 0.71070], [1.76024, 4.03086, 0.83854], [2.84627, 3.21919, 1.53972], [2.00654, 2.14773, 2.74334], [-2.64849, -4.57139, -2.40384], [-2.29361, -6.49003, -1.20465], [-1.26743, -7.45731, 0.80225], [-0.04650, -6.02803, 2.41065], [0.06446, -3.59559, 2.03820], [1.51643, 4.93185, 1.39659], [2.09734, 4.31418, -0.15595], [3.53438, 3.86517, 2.08448], [3.40511, 2.59196, 0.84843], [-0.86686, 3.35693, -2.04228], [-0.48560, 3.57241, -3.46794], [-1.64488, 3.27412, -4.41118], [-1.88798, 1.78850, -4.63561], [-2.33596, 1.09566, -3.39091], [-1.75742, 3.82808, -1.88935], [-0.21050, 3.86702, -1.45639], [0.35129, 2.90753, -3.70346], [-0.15155, 4.59977, -3.61445], [-1.42084, 3.71886, -5.38058], [-2.55683, 3.75622, -4.04289], [-0.96466, 1.31751, -4.97682], [-2.63898, 1.66212, -5.41658], [-2.59087, 0.14467, -3.65372], [-3.21220, 1.53111, -3.10421]], "mulliken_charge": [1.262, -0.663, -0.456, -0.763, 0.892, 0.866, -1.310, -1.023, -0.075, -0.377, -0.651, -0.933, -0.505, -0.213, -0.336, 0.510, 0.526, 0.523, 0.534, 1.064, 0.606, 0.504, 0.500, -0.414, 0.914, -0.944, -0.456, -0.968, -0.133, 0.227, 0.395, -0.663, -0.030, 0.077, 1.612, -0.062, -0.652, -0.563, 0.017, 0.361, 0.338, 0.440, 0.440, 0.448, 0.531, 0.417, 0.619, 0.267, -0.375, -0.741, -0.536, -0.741, -0.527, 0.229, 0.203, 0.301, 0.479, 0.333, 0.329, 0.357, 0.419, 0.291, 0.276]}

=====

{"formula": "C25H27N6O3W", "method": "ωB97M-V/def2-TZVPD", "max_force_ev_per_a": 5.1, "charge": 1, "e_homo_ev": [-10.217, -10.277], "orbital_gap_ev": [5.8, 5.5], "multiplicity": 3, "e_tot_ha": -1589.9276, "s_squared": 2.02, "elements": ["W", "C", "N", "C", "C", "C", "N", "C", "C", "C", "C", "C", "C", "C", "O", "C", "C", "C", "N", "C", "C", "C", "C", "C", "C", "C", "O", "H", "H", "H", "H", "H", "H", "H", "H", "H", "H", "H", "H", "H", "H", "H", "H", "H", "H", "H", "H", "H", "H", "H", "H", "H", "N", "C", "O", "C", "C", "N", "C", "N", "H", "H"], "positions_angstrom": [[11.25447, 8.23077, 8.14540], [14.04468, 6.72394, 7.18153], [12.58965, 6.88657, 6.62940], [12.05328, 5.48236, 6.50078], [11.97748, 4.78006, 7.89528], [10.69663, 5.13702, 8.71204], [10.01207, 6.39869, 8.47347], [8.76622, 6.29058, 8.01642], [8.00146, 7.25206, 7.33970], [6.60588, 7.00679, 7.04986], [5.76543, 8.07966, 6.66973], [6.38882, 9.30356, 6.40287], [7.73017, 9.55035, 6.55027], [8.54828, 8.48742, 6.94159], [9.90653, 8.74777, 6.91136], [12.60905, 7.35379, 5.19763], [12.71512, 8.91560, 4.98320], [13.05870, 9.88255, 6.10436], [12.79862, 9.40830, 7.44711], [12.98833, 10.23336, 8.45320], [13.69028, 9.91479, 9.69384], [14.55621, 10.74337, 10.38595], [15.32533, 10.24610, 11.42579], [15.15482, 8.92562, 11.82277], [14.40940, 7.99116, 11.06641], [13.59656, 8.51753, 10.05637], [12.63997, 7.68115, 9.56391], [14.56333, 5.87163, 6.62618], [14.01428, 6.54166, 8.25700], [14.61605, 7.60778, 7.03266], [12.66726, 4.95651, 5.73642], [11.04300, 5.55471, 6.11022], [12.87686, 4.84737, 8.47876], [11.83325, 3.67950, 7.68554], [11.06575, 5.15903, 9.74510], [10.00572, 4.31486, 8.49527], [8.26632, 5.33095, 8.25351], [6.21499, 6.01912, 7.24826], [4.72272, 7.90718, 6.40997], [5.78160, 10.17830, 6.11373], [8.20078, 10.52690, 6.39824], [11.71893, 6.87513, 4.79883], [13.47166, 6.94125, 4.67483], [11.78822, 9.16878, 4.53035], [13.51031, 9.05126, 4.22100], [12.52677, 10.85373, 5.94332], [14.18002, 10.04317, 6.12079], [12.71360, 11.31012, 8.48352], [14.53706, 11.82399, 10.16342], [16.05828, 10.91280, 11.89967], [15.67912, 8.47642, 12.66127], [14.31433, 6.96582, 11.26908], [11.01013, 8.94465, 11.60574], [10.03558, 9.38906, 10.79714], [10.18653, 9.31973, 9.54075], [8.88698, 10.02726, 11.26577], [8.85344, 10.51982, 12.55901], [8.84698, 10.88667, 13.68808], [7.76655, 10.13569, 10.42985], [6.78019, 10.12307, 9.78082], [11.52927, 8.13134, 11.26788], [10.77325, 8.92104, 12.61643]], "mulliken_charge": [2.101, -1.294, 0.133, -1.247, -0.536, -0.959, -0.051, 0.024, 0.870, -0.998, -0.758, -0.282, -0.814, 0.449, -0.489, -0.881, -0.896, -0.805, 0.439, -0.391, 0.602, -0.575, -0.693, -0.522, -0.520, 0.305, -0.855, 0.355, 0.375, 0.424, 0.632, 0.412, 0.347, 0.484, 0.040, 0.580, 0.337, 0.432, 0.428, 0.360, 0.414, 0.516, 0.426, 0.400, 0.406, 0.266, 0.449, 0.422, 0.393, 0.405, 0.426, 0.603, -0.258, 1.053, -0.635, 0.100, -0.342, -0.533, 0.018, -0.533, 0.204, 0.241]}

=====

{"formula": "C25H27NO7", "method": "ωB97M-V/def2-TZVPD", "relative_energy_ev": 1.308, "max_force_ev_per_a": 0.9, "e_homo_ev": -8.333, "orbital_gap_ev": 8.0, "e_tot_ha": -1550.2906, "elements": ["C", "C", "O", "C", "C", "C", "C", "C", "C", "O", "C", "C", "C", "C", "O", "C", "C", "C", "C", "O", "C", "O", "N", "C", "C", "C", "C", "C", "O", "C", "C", "C", "O", "H", "H", "H", "H", "H", "H", "H", "H", "H", "H", "H", "H", "H", "H", "H", "H", "H", "H", "H", "H", "H", "H", "H", "H", "H", "H", "H"], "positions_angstrom": [[2.88482, 1.41819, 2.58848], [3.43911, 1.56127, 1.17516], [2.57132, 2.27926, 0.31728], [1.42718, 1.67638, -0.13982], [1.07883, 0.35120, 0.02859], [-0.12120, -0.13494, -0.48236], [-0.52191, -1.55599, -0.15208], [-0.53628, -1.73132, 1.34633], [-1.09060, -0.90779, 2.28717], [-0.85994, -1.09549, 3.57696], [-1.88715, 0.27339, 1.92635], [-3.00076, 0.17389, 1.09400], [-3.67953, 1.30410, 0.70428], [-3.24300, 2.57020, 1.10669], [-3.94406, 3.61887, 0.61637], [-3.51341, 4.92532, 0.92347], [-2.14984, 2.66905, 1.96305], [-1.49498, 1.52664, 2.38043], [0.40813, -2.74699, 1.71921], [0.70118, -3.07676, 2.86572], [1.00210, -3.28138, 0.42944], [1.79917, -4.18036, 0.29123], [0.44451, -2.55355, -0.57443], [0.70553, -2.85299, -1.95700], [1.67262, -1.85991, -2.65043], [0.96120, -0.87689, -3.58675], [0.85084, -1.68341, -4.88407], [1.99096, -2.71197, -4.76259], [2.58322, -2.53836, -3.48752], [-0.95885, 0.70902, -1.18757], [-0.62026, 2.04019, -1.36568], [0.55786, 2.53570, -0.83908], [0.87311, 3.84743, -0.98699], [2.68577, 2.40015, 3.01141], [1.95927, 0.84737, 2.58853], [3.61142, 0.90603, 3.21240], [4.35372, 2.16032, 1.19080], [3.67708, 0.58121, 0.74642], [1.72150, -0.32812, 0.56692], [-1.49398, -1.77540, -0.61477], [-0.25224, -1.87986, 3.68007], [-3.34290, -0.79845, 0.77466], [-4.54884, 1.24292, 0.06914], [-3.58170, 5.12883, 1.99652], [-4.18940, 5.59032, 0.38869], [-2.48841, 5.09676, 0.58103], [-1.80009, 3.62837, 2.30862], [-0.64989, 1.60812, 3.04681], [-0.24323, -2.90845, -2.49949], [1.18860, -3.83570, -1.96559], [2.27009, -1.36105, -1.88269], [1.59200, -0.00040, -3.73427], [-0.00078, -0.54973, -3.20329], [-0.11296, -2.18790, -4.94831], [0.96513, -1.05539, -5.76450], [2.77789, -2.55796, -5.50511], [1.61378, -3.73751, -4.86433], [-1.89134, 0.34101, -1.58695], [-1.26989, 2.71227, -1.90207], [1.73540, 3.99134, -0.57140]], "mulliken_charge": [-0.722, -0.438, -0.591, 0.691, 0.122, 0.706, -0.963, -0.761, 0.400, -0.624, 0.324, -0.272, -0.659, 0.881, -0.475, -0.846, -0.324, -1.016, 0.549, -0.807, 0.511, -0.668, 0.302, -1.551, 0.806, -0.073, -0.771, -0.595, -0.561, 0.003, -1.786, 0.178, -0.688, 0.306, 0.029, 0.398, 0.377, 0.278, 0.742, 0.412, 0.492, 0.481, 0.464, 0.342, 0.253, 0.312, 0.453, 0.412, 0.177, 0.507, 0.226, 0.412, -0.028, 0.261, 0.419, 0.363, 0.272, 0.526, 0.483, 0.348]}

=====

{"formula": "C25H28BrN3O10", "method": "ωB97M-V/def2-TZVPD", "max_force_ev_per_a": 1.5, "e_homo_ev": -9.936, "orbital_gap_ev": 9.3, "e_tot_ha": -4459.8345, "elements": ["C", "C", "O", "C", "O", "C", "O", "O", "C", "C", "C", "Br", "H", "H", "H", "H", "H", "H", "H", "H", "H", "H", "H", "H", "H", "O", "N", "O", "C", "C", "C", "C", "C", "C", "H", "H", "H", "H", "H", "O", "N", "O", "C", "C", "C", "C", "C", "C", "H", "H", "H", "H", "H", "O", "N", "O", "C", "C", "C", "C", "C", "C", "H", "H", "H", "H", "H"], "positions_angstrom": [[-1.12661, -2.38676, 4.75082], [-0.36715, -3.34307, 3.85083], [-0.36318, -2.76671, 2.55567], [0.78936, -3.02421, 1.83975], [1.97430, -2.50823, 2.42761], [2.02440, -1.15646, 2.40537], [1.17169, -0.41439, 2.85345], [3.15043, -0.74827, 1.80300], [3.04001, 0.57605, 1.26599], [2.03724, 0.59456, 0.10266], [0.76168, 1.38494, 0.38345], [2.93966, 1.43365, -1.44523], [-2.17862, -2.36278, 4.49382], [-0.96956, -2.61128, 5.79791], [-0.73881, -1.39093, 4.56616], [-0.87100, -4.30898, 3.87959], [0.62363, -3.46971, 4.27468], [0.64073, -2.58195, 0.85879], [0.93549, -4.08925, 1.68967], [4.02464, 0.80707, 0.89193], [2.79796, 1.30267, 2.02947], [1.79841, -0.40834, -0.21660], [0.95078, 2.22133, 1.04213], [0.06464, 0.72663, 0.89076], [0.35826, 1.71112, -0.55933], [9.45664, 5.41348, -4.09509], [8.77771, 4.84913, -3.26401], [9.10134, 4.68007, -2.10786], [7.46773, 4.33194, -3.68905], [7.08447, 4.48139, -5.00861], [5.85697, 3.97914, -5.40779], [5.03366, 3.34109, -4.48957], [5.43361, 3.20662, -3.16696], [6.66027, 3.70412, -2.75938], [7.72999, 4.97936, -5.71583], [5.54345, 4.08474, -6.43690], [4.07644, 2.94708, -4.80522], [4.78862, 2.71019, -2.45076], [6.97931, 3.60194, -1.73320], [-1.08225, 3.23957, -1.12204], [-2.07958, 3.03384, -1.78653], [-2.13135, 3.14014, -2.99233], [-3.30180, 2.61993, -1.08269], [-3.28088, 2.50334, 0.29514], [-4.44212, 2.12764, 0.94988], [-5.59864, 1.87271, 0.22597], [-5.59691, 1.98583, -1.15699], [-4.44174, 2.36194, -1.82120], [-2.37736, 2.70271, 0.85140], [-4.44542, 2.03513, 2.02674], [-6.50435, 1.58327, 0.74135], [-6.49703, 1.78192, -1.71915], [-4.43299, 2.45383, -2.89651], [-6.18565, -2.37830, -0.45262], [-5.10633, -2.42881, 0.09793], [-4.37332, -1.47739, 0.26801], [-4.65112, -3.73826, 0.59306], [-5.43827, -4.85465, 0.37896], [-4.98918, -6.08495, 0.83330], [-3.77088, -6.18305, 1.49417], [-3.00287, -5.04651, 1.70663], [-3.44152, -3.81479, 1.25439], [-6.38347, -4.77173, -0.13578], [-5.58978, -6.96843, 0.66903], [-3.42149, -7.14567, 1.84310], [-2.05375, -5.11316, 2.21815], [-2.83852, -2.93308, 1.41653]], "mulliken_charge": [-1.217, -0.295, -0.078, -0.331, -0.392, 0.699, -0.488, -0.399, -0.518, 0.130, -1.014, -0.092, 0.299, 0.379, 0.268, 0.338, 0.426, 0.222, 0.323, 0.456, 0.264, 0.213, 0.333, 0.246, 0.401, -0.611, 1.012, -0.606, 0.080, -0.427, -0.393, -0.206, 0.092, -0.630, 0.444, 0.376, 0.390, -0.085, 0.438, -0.639, 1.048, -0.613, 0.142, -0.258, -0.496, -0.502, -0.421, -0.400, 0.463, 0.396, 0.405, 0.384, 0.463, -0.630, 1.042, -0.550, -0.127, -0.549, -0.359, -0.700, -0.152, -0.214, 0.458, 0.373, 0.406, 0.243, 0.740]}